# 1
{
  "formula": "C18H43F6O3P2SSb2ScSe4Si",
  "method": "the ωB97M-V functional and the def2-TZVPD basis",
  "e_tot_ev": -374266.93597,
  "total_charge": 1,
  "multiplicity": 2,
  "orbital_gap_ev": [5.4, 5.3],
  "homo_ev": [-10.2, -10.1],
  "relative_energy_kj_mol": 396.7,
  "symbols": ["Sc", "C", "P", "C", "C", "C", "P", "C", "C", "H", "H", "H", "H", "H", "H", "H", "H", "H", "H", "H", "H", "H", "H", "H", "H", "C", "C", "C", "C", "O", "Si", "S", "O", "C", "C", "C", "C", "O", "C", "C", "C", "C", "H", "H", "H", "H", "H", "H", "H", "H", "H", "H", "H", "H", "H", "H", "H", "H", "H", "H", "H", "H", "H", "H", "H", "H", "H", "H", "H", "Se", "Sb", "Se", "Se", "Se", "F", "Sb", "F", "F", "F", "F", "F"],
  "xyz": [[-1.53086, -0.36499, 1.22044], [-1.67041, -3.02492, 4.28570], [-1.15624, -2.84447, 2.54543], [0.50839, -3.60713, 2.62161], [-2.14514, -4.11210, 1.64226], [-1.96220, -3.98618, 0.12706], [-2.20964, -2.29088, -0.60117], [-1.23398, -2.50449, -2.13323], [-3.90174, -2.38296, -1.28237], [-1.53358, -4.06092, 4.59538], [-2.71144, -2.73256, 4.41136], [-1.05078, -2.37323, 4.90653], [0.43396, -4.59697, 3.06964], [1.15046, -2.98190, 3.24518], [0.95910, -3.68695, 1.63253], [-3.19123, -3.98216, 1.92113], [-1.83074, -5.10402, 1.97361], [-2.64718, -4.65462, -0.39780], [-0.94549, -4.28474, -0.14166], [-1.48064, -3.46020, -2.59779], [-0.16793, -2.48612, -1.90795], [-1.44857, -1.69825, -2.83391], [-3.97705, -3.25559, -1.93164], [-4.11286, -1.48940, -1.86925], [-4.63985, -2.45533, -0.48677], [-1.43700, 2.39363, -2.42758], [-1.02133, 2.78517, -1.01776], [0.05758, 3.85751, -1.00893], [-2.22443, 3.26532, -0.22435], [-0.50236, 1.55962, -0.34404], [0.93555, 0.83422, -0.71596], [0.75133, -0.80876, 0.67925], [0.82938, -0.03865, -2.06622], [1.76722, -0.23954, -3.17833], [2.91349, -1.11514, -2.68580], [2.29523, 1.08964, -3.71225], [0.97087, -0.94975, -4.26465], [2.25531, 1.66618, -0.51267], [3.40022, 2.26188, 0.17217], [4.52062, 1.23629, 0.16462], [2.98501, 2.60610, 1.57815], [3.77255, 3.50088, -0.62440], [-1.90795, 3.24075, -2.92609], [-2.15758, 1.57434, -2.39562], [-0.58031, 2.07377, -3.02004], [-0.35254, 4.79004, -1.39369], [0.90981, 3.56988, -1.62489], [0.40269, 4.02750, 0.01188], [-2.55263, 4.22317, -0.62876], [-1.96333, 3.42243, 0.82091], [-3.06381, 2.57476, -0.30180], [3.46907, -0.60877, -1.89466], [3.59516, -1.33345, -3.50727], [2.53618, -2.06237, -2.29459], [2.87852, 1.60434, -2.95532], [1.47047, 1.73376, -4.02304], [2.93340, 0.90911, -4.57648], [0.67058, -1.94523, -3.93857], [1.58405, -1.05080, -5.15959], [0.07993, -0.37293, -4.51615], [4.19273, 0.30872, 0.63803], [5.36244, 1.62389, 0.73779], [4.85600, 1.02411, -0.85146], [2.81742, 1.67874, 2.12234], [2.08450, 3.21912, 1.57566], [3.76897, 3.15529, 2.09545], [3.93362, 3.25504, -1.67446], [4.69916, 3.91358, -0.22505], [2.99985, 4.26560, -0.55292], [3.58606, 0.34326, 4.92589], [1.21556, 0.82554, 4.73510], [0.03550, -0.09634, 6.63826], [1.38096, 3.24718, 4.90949], [0.21755, 0.06611, 2.61276], [-3.72229, -1.59042, 1.70856], [-4.33137, 0.22193, 2.18521], [-4.46615, 0.35442, 0.29336], [-2.57120, 1.21424, 1.67666], [-4.86887, 1.92471, 2.66859], [-3.02996, -0.19638, 3.57064], [-5.88576, -0.61221, 2.70828]],
  "lowdin_spin": [-0.002, 0.000, 0.000, 0.000, 0.000, 0.000, 0.000, 0.000, 0.000, 0.000, 0.000, 0.000, 0.000, 0.000, 0.000, 0.000, 0.000, 0.000, 0.000, 0.000, 0.000, 0.000, 0.000, 0.000, 0.000, 0.000, 0.000, 0.000, 0.000, 0.000, 0.000, 0.003, 0.000, 0.000, 0.000, 0.000, 0.000, 0.000, 0.000, 0.000, -0.001, 0.000, 0.000, 0.000, 0.000, 0.000, 0.000, 0.000, 0.000, 0.000, 0.000, 0.000, 0.000, 0.000, 0.000, 0.000, 0.000, 0.000, 0.000, 0.000, 0.000, 0.000, 0.000, -0.001, 0.000, 0.000, 0.000, 0.000, 0.000, 0.506, -0.019, -0.035, 0.547, 0.002, 0.000, 0.000, 0.000, 0.000, 0.000, 0.000, 0.000]
}

=====

# 2
{
  "formula": "C18H44As3BIrN3O2S",
  "method": "the ωB97M-V functional and the def2-TZVPD basis",
  "e_tot_ev": -224801.66668,
  "total_charge": 2,
  "orbital_gap_ev": 5.9,
  "homo_ev": -12.7,
  "relative_energy_kj_mol": 0.0,
  "symbols": ["Ir", "N", "N", "C", "N", "S", "H", "H", "H", "H", "H", "C", "As", "C", "C", "C", "C", "C", "As", "C", "C", "C", "As", "C", "C", "H", "H", "H", "H", "H", "H", "H", "H", "H", "H", "H", "H", "H", "H", "H", "H", "H", "H", "H", "H", "H", "H", "H", "H", "H", "H", "H", "C", "C", "C", "O", "B", "O", "C", "C", "C", "H", "H", "H", "H", "H", "H", "H", "H", "H", "H", "H", "H"],
  "xyz": [[-0.02519, 1.97097, 0.28391], [-0.48129, 2.70532, 2.30941], [-0.93192, 4.04036, 2.38140], [-1.16282, 4.73110, 1.26537], [-1.63378, 5.96382, 1.37963], [-0.84321, 4.08288, -0.30199], [-1.23266, 2.07196, 2.61052], [0.30189, 2.60647, 2.95243], [-1.16623, 4.40830, 3.29497], [-1.86534, 6.38915, 2.26367], [-1.82045, 6.49700, 0.54424], [-0.97622, 0.76814, -3.17600], [0.39961, 1.17593, -1.89947], [1.39334, 2.59241, -2.77703], [1.58782, -0.36900, -2.11956], [2.34262, -0.98586, -0.93217], [1.39437, -1.58066, 0.10020], [3.24406, 0.06769, -0.27707], [2.33566, 1.34561, 0.88318], [2.57136, 0.58372, 2.65082], [3.57287, 2.82902, 0.90829], [3.26300, -2.09522, -1.48580], [2.69896, -3.85817, -2.24501], [2.14496, -4.80212, -0.61679], [0.90032, -3.57978, -2.99148], [-0.46906, 0.54150, -4.11384], [-1.64425, 1.61720, -3.31029], [-1.54628, -0.09200, -2.83305], [1.78280, 2.23522, -3.72990], [2.21941, 2.92630, -2.14978], [0.73382, 3.44045, -2.95796], [2.28990, -0.03897, -2.89091], [0.96126, -1.14497, -2.55718], [0.76447, -0.82866, 0.57482], [1.95790, -2.10407, 0.87669], [0.72261, -2.29478, -0.36730], [3.77919, 0.66110, -1.02508], [4.00292, -0.42061, 0.34044], [3.58128, 0.18227, 2.73654], [1.84803, -0.21270, 2.81127], [2.44503, 1.35124, 3.41568], [4.54607, 2.41312, 1.16742], [3.27730, 3.56595, 1.65384], [3.62385, 3.31240, -0.06532], [3.94326, -2.41361, -0.68842], [3.89469, -1.66424, -2.26854], [2.96579, -4.80453, 0.09955], [1.94489, -5.83477, -0.90091], [1.25390, -4.39463, -0.14432], [0.94710, -2.96578, -3.89005], [0.17398, -3.16521, -2.29221], [0.55529, -4.57097, -3.28729], [-3.62678, -1.02499, 2.79400], [-3.29928, -0.40406, 1.45436], [-4.50208, 0.32288, 0.88178], [-2.25871, 0.63434, 1.66589], [-1.40928, 0.54824, 0.59743], [-1.60198, -0.52193, -0.22212], [-2.61159, -1.37840, 0.43399], [-1.84800, -2.50888, 1.10261], [-3.54116, -1.91751, -0.63286], [-4.10910, -0.28769, 3.43460], [-2.74017, -1.39819, 3.30095], [-4.32303, -1.85311, 2.65927], [-4.80393, 1.10963, 1.57197], [-5.34239, -0.35689, 0.75423], [-4.27678, 0.78165, -0.08101], [-1.14783, -2.13710, 1.85151], [-1.28323, -3.05049, 0.34546], [-2.52689, -3.21183, 1.58228], [-3.96573, -1.12403, -1.24242], [-4.35643, -2.47977, -0.17707], [-2.99249, -2.59719, -1.28439]],
  "mulliken_charge": [1.803, -0.505, -0.296, 0.867, -0.413, -0.540, 0.401, 0.306, 0.239, 0.214, 0.224, -1.240, 0.520, -1.185, -1.572, 2.909, -0.693, -1.839, 0.271, -1.337, -1.200, -2.198, 0.346, -0.930, -0.723, 0.462, 0.429, 0.269, 0.480, 0.233, 0.480, 0.876, 0.118, -0.897, 0.685, -0.368, 0.498, 0.642, 0.513, 0.309, 0.476, 0.464, 0.419, 0.351, 0.581, 0.492, 0.336, 0.407, 0.133, 0.327, -0.104, 0.434, -1.859, 1.331, -1.879, -0.831, 0.547, -0.142, 1.433, -1.887, -1.951, 0.431, 0.361, 0.394, 0.477, 0.407, 0.267, 0.306, 0.411, 0.485, 0.383, 0.392, 0.450]
}

=====

# 3
{
  "formula": "C18H44Cl20N8O16",
  "method": "the ωB97M-V functional and the def2-TZVPD basis",
  "e_tot_ev": -314485.12074,
  "orbital_gap_ev": 10.0,
  "homo_ev": -10.4,
  "symbols": ["C", "N", "O", "O", "H", "H", "H", "C", "N", "O", "O", "H", "H", "H", "C", "N", "O", "O", "H", "H", "H", "C", "N", "O", "O", "H", "H", "H", "C", "N", "O", "O", "H", "H", "H", "C", "N", "O", "O", "H", "H", "H", "C", "N", "O", "O", "H", "H", "H", "C", "N", "O", "O", "H", "H", "H", "C", "Cl", "Cl", "H", "H", "C", "Cl", "Cl", "H", "H", "C", "Cl", "Cl", "H", "H", "C", "Cl", "Cl", "H", "H", "C", "Cl", "Cl", "H", "H", "C", "Cl", "Cl", "H", "H", "C", "Cl", "Cl", "H", "H", "C", "Cl", "Cl", "H", "H", "C", "Cl", "Cl", "H", "H", "C", "Cl", "Cl", "H", "H"],
  "xyz": [[1.76448, -5.91474, -0.72633], [2.25495, -6.81102, 0.35758], [1.41348, -7.34512, 1.12453], [3.43013, -6.95548, 0.42327], [2.46303, -5.10121, -0.92202], [0.88260, -5.50847, -0.23101], [1.57711, -6.43333, -1.66657], [1.81763, 3.05555, -5.28425], [0.85272, 2.36248, -4.29988], [1.33974, 1.63898, -3.44626], [-0.35609, 2.52676, -4.43798], [2.79229, 3.13662, -4.80303], [1.41920, 4.05307, -5.46948], [2.01382, 2.43785, -6.16064], [2.78281, 4.58549, 3.95009], [2.19789, 4.53088, 2.59436], [1.74642, 5.53151, 2.09969], [2.26464, 3.51711, 1.99740], [2.97567, 3.60619, 4.38814], [2.10776, 5.06672, 4.65779], [3.67623, 5.20921, 3.92059], [-0.51738, -0.33766, 0.57094], [-0.77107, 0.92206, -0.11836], [-0.06487, 1.86451, 0.18862], [-1.50377, 0.91034, -1.08105], [0.27257, -0.93056, 0.10991], [-1.47127, -0.86507, 0.56529], [-0.03751, -0.19613, 1.53934], [0.12221, -1.20440, -5.34569], [-0.10563, -2.34466, -4.42545], [-1.00390, -2.29365, -3.61233], [0.67018, -3.28557, -4.59725], [-0.76083, -0.56778, -5.40105], [0.41661, -1.55647, -6.33437], [0.87090, -0.71638, -4.72168], [4.43399, -4.27206, 2.67496], [3.14248, -3.78953, 2.06430], [2.15628, -3.87194, 2.78242], [3.16492, -3.59704, 0.85581], [4.22769, -4.23608, 3.74466], [5.21344, -3.57523, 2.36678], [4.69310, -5.21361, 2.19077], [-0.95834, -3.82924, 2.23750], [-0.51541, -3.05864, 3.48417], [-0.44541, -3.67660, 4.53762], [-0.07997, -1.94895, 3.14800], [-2.03424, -3.98287, 2.32082], [-0.34381, -4.71890, 2.09980], [-0.79970, -3.21433, 1.35160], [-2.55134, -4.96590, -3.22219], [-1.29747, -5.42757, -2.65397], [-0.44704, -5.84393, -3.42756], [-1.15254, -5.39021, -1.41292], [-2.43096, -4.38490, -4.13655], [-3.16587, -4.51539, -2.44277], [-2.99545, -5.84086, -3.69686], [-5.95333, 4.98064, 0.85929], [-4.80299, 6.37191, 0.82937], [-4.94917, 3.54080, 1.33563], [-6.62613, 5.25819, 1.67071], [-6.50783, 4.83495, -0.06775], [3.38645, -0.60867, 1.69495], [4.06733, 0.48753, 0.54306], [2.33997, 0.17368, 2.88096], [2.78961, -1.38181, 1.21108], [4.19687, -1.02104, 2.29601], [-1.91519, 2.18035, 6.57321], [-1.97087, 1.39495, 4.90482], [-0.55128, 1.55034, 7.45602], [-1.76230, 3.25205, 6.44606], [-2.86065, 2.07876, 7.10602], [-4.16068, 0.89947, -2.62921], [-5.80920, 1.14194, -3.30451], [-4.01824, -0.78688, -1.93995], [-3.36969, 1.12530, -3.34436], [-4.05335, 1.53221, -1.74818], [3.22897, 5.33559, -0.78188], [4.60354, 4.47245, -0.23854], [3.39308, 6.11965, -2.29943], [2.43446, 4.59320, -0.85742], [2.97648, 6.04332, 0.00772], [-4.37586, -1.54509, 3.04047], [-3.98382, -1.17342, 1.38555], [-6.11203, -2.19158, 3.21611], [-3.66900, -2.26909, 3.44577], [-4.26163, -0.62284, 3.61013], [1.20978, -1.53055, 6.14620], [0.66908, -2.49524, 7.55792], [2.75993, -2.00098, 5.48335], [0.42268, -1.59449, 5.39488], [1.31905, -0.50751, 6.50611], [3.93406, -0.51723, -3.10005], [5.00412, -1.42535, -4.24055], [2.52654, -1.38184, -2.58409], [4.51853, -0.32874, -2.19952], [3.54817, 0.42614, -3.48637], [-3.95054, 4.71101, -4.57436], [-5.00233, 5.70291, -3.57209], [-2.51271, 5.67391, -5.04510], [-3.63528, 3.82600, -4.02166], [-4.47839, 4.44836, -5.49114], [-0.60481, 4.73958, -1.19723], [-2.36333, 4.54499, -1.00097], [-0.09164, 5.82519, -2.56281], [-0.13051, 5.14955, -0.30556], [-0.19251, 3.73377, -1.27774]],
  "mulliken_charge": [-0.321, 0.963, -0.570, -0.570, 0.194, -0.061, 0.364, -0.885, 0.736, -0.321, -0.441, 0.340, 0.311, 0.314, -0.840, 0.898, -0.568, -0.323, 0.280, 0.313, 0.306, -0.245, 0.988, -0.538, -0.331, 0.172, -0.105, 0.030, -0.555, 0.911, -0.487, -0.484, 0.262, 0.296, 0.016, -0.878, 0.852, -0.440, -0.460, 0.322, 0.325, 0.298, -0.844, 0.867, -0.516, -0.201, 0.361, 0.282, 0.091, -0.861, 1.052, -0.531, -0.552, 0.255, 0.319, 0.315, -0.302, -0.148, -0.106, 0.281, 0.268, 0.349, -0.152, -0.087, -0.434, 0.286, -0.380, -0.090, -0.129, 0.289, 0.313, 0.034, -0.184, -0.136, 0.117, 0.151, 0.264, -0.171, -0.167, -0.188, 0.230, -0.216, -0.007, -0.189, 0.127, 0.263, 0.360, -0.196, -0.115, -0.223, 0.168, 0.058, -0.197, 0.009, 0.150, -0.009, 0.193, -0.149, -0.148, -0.256, 0.357, 0.065, -0.017, -0.155, 0.248, -0.132]
}

=====

# 4
{
  "formula": "C18H44FeN2O6",
  "method": "the ωB97M-V functional and the def2-TZVPD basis",
  "e_tot_ev": -69029.28180,
  "multiplicity": 5,
  "orbital_gap_ev": [6.2, 6.2],
  "homo_ev": [-5.9, -5.9],
  "relative_energy_kj_mol": 0.0,
  "symbols": ["Fe", "C", "C", "C", "C", "C", "C", "N", "O", "C", "C", "C", "H", "H", "H", "H", "H", "H", "H", "H", "H", "H", "H", "H", "H", "H", "H", "H", "H", "H", "C", "C", "C", "C", "C", "C", "N", "O", "C", "C", "C", "H", "H", "H", "H", "H", "H", "H", "H", "H", "H", "H", "H", "H", "H", "H", "H", "H", "H", "O", "H", "H", "O", "H", "H", "O", "H", "H", "O", "H", "H"],
  "xyz": [[-0.25013, -0.34643, 0.36265], [1.92211, -2.67538, -2.75707], [2.04348, -3.32106, -1.34063], [3.16280, -4.37109, -1.46066], [4.57471, -3.79149, -1.51605], [4.70395, -2.90269, -0.28244], [3.63299, -1.80615, -0.12105], [2.35178, -2.43919, -0.23594], [1.29797, -1.74237, 0.31895], [3.85817, -0.67844, -1.14306], [3.88795, -1.21973, 1.27063], [0.77691, -4.08906, -0.98912], [1.74481, -1.61389, -2.60457], [1.17598, -3.15946, -3.38298], [2.87568, -2.68555, -3.28662], [2.95476, -4.94408, -2.37974], [3.12360, -5.15923, -0.69928], [4.67913, -3.21339, -2.43698], [5.35391, -4.55073, -1.46661], [5.67019, -2.38558, -0.38696], [4.72029, -3.46617, 0.65203], [2.89779, -0.16764, -1.32226], [4.19631, -0.98010, -2.13808], [4.48708, 0.16254, -0.82842], [4.94354, -1.20805, 1.52228], [3.29105, -1.73609, 2.02661], [3.47295, -0.20887, 1.32713], [0.80739, -4.37507, 0.06448], [0.69208, -5.04690, -1.51273], [-0.12834, -3.50619, -1.16578], [-1.42556, 2.63607, -1.50732], [-2.12763, 3.11863, -0.23879], [-3.30390, 4.00057, -0.67189], [-4.29015, 4.27899, 0.45971], [-4.74977, 3.00369, 1.12102], [-3.61102, 2.05996, 1.54138], [-2.57010, 2.00350, 0.53813], [-1.59825, 1.09562, 0.91823], [-4.24555, 0.66803, 1.63692], [-3.01938, 2.43805, 2.92266], [-1.10355, 3.99913, 0.53628], [-1.82075, 1.65799, -1.79239], [-0.36531, 2.41441, -1.33431], [-1.48897, 3.35245, -2.32491], [-3.82684, 3.39519, -1.43509], [-2.99502, 4.90857, -1.18857], [-5.09318, 4.94769, 0.14760], [-3.64970, 4.90444, 1.10426], [-5.41003, 2.50857, 0.40162], [-5.31431, 3.22209, 2.02976], [-3.60732, -0.01119, 2.20344], [-4.54222, 0.23532, 0.68150], [-5.17062, 0.75886, 2.22403], [-2.17095, 3.09853, 2.77920], [-2.73290, 1.56743, 3.50907], [-3.77850, 2.96150, 3.51455], [-0.47959, 4.64244, -0.08680], [-0.47582, 3.33210, 1.13945], [-1.60267, 4.63123, 1.27627], [-0.09105, -0.66670, 2.57513], [-0.07079, 0.17684, 3.04151], [-0.24201, -1.33685, 3.24626], [-0.18966, -0.22842, -1.77350], [-0.71568, 0.31327, -2.36997], [0.52322, -0.59903, -2.30126], [-1.77119, -1.76845, 0.47409], [-1.79260, -2.57463, 0.99796], [-2.66442, -1.63852, 0.13911], [1.25481, 1.13712, 0.61777], [1.22743, 2.07793, 0.41296], [2.18060, 0.90509, 0.74724]],
  "lowdin_spin": [3.711, 0.001, 0.001, 0.001, 0.000, 0.001, 0.002, 0.015, 0.075, 0.000, 0.000, 0.000, 0.000, 0.000, 0.000, 0.000, 0.000, 0.000, 0.000, 0.000, 0.000, 0.000, 0.000, 0.000, 0.000, 0.000, 0.000, 0.000, 0.000, 0.000, 0.000, 0.001, 0.000, 0.000, 0.001, 0.002, 0.013, 0.075, 0.000, 0.000, 0.000, 0.000, 0.000, 0.000, 0.000, 0.000, 0.000, 0.000, 0.000, 0.000, 0.000, 0.000, 0.000, 0.000, 0.000, 0.000, 0.000, 0.000, 0.000, 0.019, 0.001, 0.002, 0.023, 0.002, 0.002, 0.023, 0.003, 0.002, 0.019, 0.002, 0.002]
}